Formula: C18H19N6O5PtS2
Source: the OMol25 dataset
Level of theory: ωB97M-V/def2-TZVPD

Geometry as XYZ:
```
51
Properties=species:S:1:pos:R:3
C -0.42 0.95 2.08
H 5.69 0.51 -0.37
C 6.27 -1.09 0.97
H 7.35 -0.96 0.86
N -2.09 1.42 -3.57
O 6.02 -2.47 1.15
H -3.42 -0.56 -2.23
C -0.75 1.76 3.16
O -0.06 -1.98 2.13
S -0.04 -1.64 -2.20
N 2.76 0.91 1.00
N -1.33 0.25 -3.55
H -5.91 3.68 -2.66
C -2.73 2.51 2.01
H 5.91 -1.06 -1.15
O 0.68 -3.47 0.50
N -1.21 0.64 -1.26
C -3.37 1.46 -3.00
C -0.92 -0.15 -2.40
H 2.76 -2.41 0.30
C 5.54 -0.56 -0.25
H -2.10 1.75 -4.52
C -2.40 1.73 0.92
C -1.90 2.53 3.13
H -3.63 3.11 1.99
H 0.47 0.34 2.09
C -1.25 0.95 0.97
O -0.20 -4.39 2.61
Pt -0.11 -1.66 0.08
H 4.27 -2.20 2.23
H -3.65 3.49 -3.62
H -0.10 1.77 4.02
H 5.94 -0.53 1.86
H 4.50 -3.78 1.50
H -3.03 1.70 0.04
N 4.11 -0.84 -0.15
S 0.63 -3.36 2.05
C -5.93 1.68 -1.88
N -0.91 0.13 -0.16
C 3.38 0.07 0.49
H -5.64 -0.34 -1.24
C 4.63 -2.72 1.34
O 1.97 -3.29 2.57
C 3.83 -2.26 0.13
H -6.92 1.77 -1.43
C -5.37 2.75 -2.56
C -3.95 0.38 -2.32
C -4.10 2.64 -3.11
H -2.16 3.15 3.98
H 4.13 -2.83 -0.76
C -5.21 0.50 -1.77
```

Properties
Total charge ... -1
Relative energy (zero: lowest compared OMol25 entry of this formula, charge and spin) ... 0.816 eV
HOMO level ... -5.0 eV
Gap between HOMO and LUMO ... 0.2366 Eh

Here are the natural (NBO) charges for atoms 1 to 2, given in e: C -0.192; H 0.212


Formula: C23H47BFIN3O3
Source: the OMol25 dataset
Level of theory: ωB97M-V/def2-TZVPD

Geometry as XYZ:
```
79
Properties=species:S:1:pos:R:3
C 4.13 0.67 0.28
H -1.32 -3.22 -5.26
H -3.25 0.40 0.97
H 9.09 -1.67 1.30
C -4.33 -0.40 3.24
H -3.26 1.83 -2.48
H -4.86 1.10 -2.30
H -4.21 -2.28 -3.40
C -1.41 3.00 4.12
H -1.68 -2.18 -0.58
B 6.08 -1.04 0.80
H 0.96 2.01 3.41
C -1.20 2.15 1.74
H -0.46 3.47 4.37
H -2.02 3.76 3.64
O -1.73 -0.49 3.21
H -2.77 -2.25 -5.42
C -3.37 -0.28 -2.96
N -2.16 0.69 3.47
C -3.57 0.90 3.03
H -4.72 -1.00 -4.51
H 4.54 -2.56 1.10
O -1.53 0.84 -3.82
H -2.28 0.10 -1.16
H 8.32 0.69 1.66
H -3.94 -1.20 2.61
C -2.04 -2.63 -4.70
I 1.97 0.35 -0.34
H 9.95 0.73 0.94
H -1.89 2.71 5.06
C -4.47 -1.23 -3.47
C -3.95 1.12 -2.91
C 8.91 0.43 0.77
H -2.58 2.58 0.15
H -2.55 -3.31 -4.02
H -0.36 -0.76 -5.79
H -3.92 2.99 3.67
C 5.03 -0.33 -0.30
H 4.44 -1.06 -0.85
H -2.71 -2.85 -1.83
H 0.27 0.90 4.61
O 4.32 1.59 0.98
H 0.50 0.38 2.93
H -5.34 1.97 3.62
C -0.09 -1.11 -4.79
C 8.81 -1.05 0.44
H 9.56 -1.27 -0.34
N 5.41 -2.25 1.50
H -3.00 3.37 1.65
H 0.54 -2.00 -4.89
H -0.77 1.33 1.16
H -4.58 1.52 1.24
C -1.15 1.77 3.23
H -5.36 -1.08 -2.86
H 5.25 -2.08 2.49
H -5.38 -0.24 2.98
C -3.56 1.28 1.55
N -2.19 -0.26 -3.88
H -4.27 -0.73 4.28
C 7.44 -1.49 -0.07
H -4.22 1.47 -3.91
C 0.23 1.22 3.56
H 5.60 0.24 -1.05
F 7.54 -2.92 -0.21
H -0.56 3.02 1.58
H 0.50 -0.33 -4.31
C -4.28 1.98 3.86
C -1.32 -1.48 -3.98
H 6.36 -0.21 1.65
H 7.38 -1.15 -1.12
C -2.61 2.43 1.23
H -3.76 -0.81 -0.93
H -0.20 -1.15 -2.17
C -2.07 -1.99 -1.59
H -4.18 1.78 4.93
H 8.52 1.04 -0.05
C -2.89 -0.71 -1.58
H -0.37 -2.84 -2.62
C -0.90 -1.89 -2.56
```

Properties
Spin multiplicity ... 3
Total charge ... -1
HOMO level (spin up / spin down) ... -4.4 / -4.4 eV
Gap between HOMO and LUMO (spin up / spin down) ... 0.2411 / 0.2408 Eh

Here are the Löwdin charges for atoms 1 to 2, given in e: C -0.765; H 0.080


Formula: C4H10O2
Source: the OMol25 dataset
Level of theory: ωB97M-V/def2-TZVPD

Geometry as XYZ:
```
16
Properties=species:S:1:pos:R:3
O -0.92 0.10 -0.71
C 0.32 0.25 0.07
H 0.79 2.20 -0.99
C 1.06 -1.09 0.09
H 2.09 -0.81 0.38
O -2.83 0.51 0.78
C 1.18 1.18 -0.76
H 2.20 1.30 -0.38
H 0.89 -1.50 -0.93
H -2.56 -1.03 -0.59
H -3.17 1.15 0.23
C -2.07 -0.39 0.17
H -1.44 -0.96 0.94
H 0.08 0.74 0.96
H 0.65 -1.80 0.80
H 1.35 0.82 -1.75
```

Properties
Total charge ... 0
SMILES ... CC(C)OCO
Relative energy (zero: lowest compared OMol25 entry of this formula, charge and spin) ... 1.670 eV
HOMO level ... -10.0 eV
Gap between HOMO and LUMO ... 0.4032 Eh

Here are the natural (NBO) charges for atoms 1 to 2, given in e: O -0.586; C 0.076


Formula: C42H53F7NO24
Source: the OMol25 dataset
Level of theory: ωB97M-V/def2-TZVPD

Geometry as XYZ:
```
127
Properties=species:S:1:pos:R:3
O -1.27 -2.69 -2.44
C 0.70 3.16 0.36
C -1.78 2.84 0.45
H 3.44 4.07 0.76
C -3.29 -4.69 -8.89
H -4.35 -4.92 -8.76
H -1.55 3.75 1.03
H 0.91 3.37 1.42
O 1.99 8.84 -3.00
O 2.87 -3.24 5.63
H 3.90 0.54 1.28
O -0.47 -4.52 9.67
H 2.36 3.53 -2.51
C -0.22 -5.78 9.21
O 3.19 1.30 -1.64
H -1.02 -5.71 -4.86
C -6.43 1.07 0.61
H 2.91 -4.87 6.89
C 1.77 8.74 -4.41
H 4.01 -2.19 7.94
C 3.17 3.02 0.63
H 0.50 -0.95 -0.69
H 2.74 8.66 -4.92
O -0.19 -3.10 -4.38
O -6.60 7.67 -0.07
C -3.61 6.84 1.21
C 2.78 -0.55 2.85
H -1.04 0.46 -0.96
C 1.39 -0.50 2.22
C 2.01 2.84 -0.41
O 4.99 -3.07 6.34
H 2.85 0.32 3.53
H -4.33 5.52 2.77
O -2.51 -5.82 -8.48
H 2.84 2.66 1.61
C -5.29 1.70 1.04
C -0.20 1.11 1.53
H 2.95 -1.49 3.40
H 4.87 -0.40 2.39
C -6.29 0.00 -0.26
C -0.43 1.37 -1.05
H 4.06 2.43 0.36
H -0.94 2.01 -1.78
O 3.32 -5.17 -1.51
C -2.13 -5.59 -7.19
C 2.29 3.94 -1.50
O 1.19 0.78 1.66
O -4.37 7.37 0.15
H 3.82 -2.45 -1.48
O 4.52 -2.83 4.15
H 1.77 0.95 -3.72
H 0.24 4.08 -0.02
C 1.01 -0.60 -1.60
H -5.39 2.54 1.74
C 4.26 -4.44 -0.75
F -3.81 -2.74 -7.66
H -2.92 -0.07 -0.59
F -3.48 -5.66 8.45
O -2.85 2.14 2.48
H 5.13 -5.06 -0.54
C 1.87 7.59 -2.48
O -5.79 6.21 1.45
F 1.22 6.82 -5.67
O -0.72 -4.80 -3.01
C -2.87 2.09 1.25
O 1.46 6.70 -3.43
H 2.04 -0.95 -1.50
H -0.11 7.61 -4.40
H -3.11 -4.45 -9.93
O -1.37 -6.39 8.79
H -4.30 4.79 1.15
H -2.12 3.20 -0.53
H 3.99 -1.27 1.15
H 0.57 -1.05 -2.49
H -0.47 1.61 2.47
C -4.47 5.72 1.71
F 1.81 -3.36 7.63
O -2.50 -4.35 -6.78
H -0.76 0.18 1.40
H 0.71 2.39 -3.33
C 0.97 7.47 -4.51
C -2.82 -3.62 -7.95
C 2.91 -3.78 6.94
C 4.54 -3.25 -1.63
H 1.24 9.61 -4.78
H 5.54 -2.84 -1.49
C -5.04 -0.38 -0.69
H -1.93 -3.07 -8.29
F 3.68 -4.08 0.42
C 3.92 -0.41 1.83
F -2.43 6.37 0.73
C 3.59 -4.90 -2.82
H -2.28 -3.65 10.21
N 2.13 1.46 -0.92
H 1.59 -4.13 -4.46
H -1.93 -3.69 8.47
H -7.39 1.41 0.99
C 4.17 -3.18 7.51
H -3.41 7.62 1.95
C -4.02 1.31 0.64
H 0.66 -0.72 3.02
C -0.78 -3.46 -3.20
C 0.56 -4.22 -4.81
C -5.68 7.14 0.46
H -4.97 -1.22 -1.37
C 0.91 1.32 -3.16
C -0.19 -5.38 -4.22
C 0.94 0.97 -1.65
O 4.38 -3.81 -2.94
C -0.42 2.06 0.35
H -7.19 -0.52 -0.58
O -1.55 -6.38 -6.51
C -1.85 -4.24 9.41
H 1.32 -1.31 1.46
C -3.90 0.26 -0.25
O 2.09 7.32 -1.35
F 0.56 -4.25 -6.17
O 0.85 -6.28 9.18
H 1.57 4.76 -1.47
O 3.17 -5.54 -3.72
H 0.45 -6.23 -4.01
C -2.44 -5.62 9.32
H -2.75 -6.05 10.27
H 0.03 0.80 -3.57
C 4.17 -3.02 5.27
H 4.64 -3.82 8.26
H 3.26 4.40 -1.30
```

Properties
Spin multiplicity ... 2
Total charge ... 0
HOMO level (spin up / spin down) ... -8.1 / -9.1 eV
Gap between HOMO and LUMO (spin up / spin down) ... 0.3141 / 0.3512 Eh

Here are the Löwdin charges for atoms 1 to 2, given in e: O 0.149; C -0.047


Formula: C49H43As2BrN2O2Re
Source: the OMol25 dataset
Level of theory: ωB97M-V/def2-TZVPD

Geometry as XYZ:
```
100
Properties=species:S:1:pos:R:3
H -0.46 -2.17 -5.06
C -2.77 -2.33 -2.62
C 0.62 0.97 3.55
C 1.15 0.31 -4.70
H -0.61 -4.39 -6.11
C -0.28 -4.30 -5.09
C -3.63 -4.56 -2.69
H 0.99 -4.02 -1.44
H -4.16 -5.34 -3.23
H 2.92 -1.78 -2.70
C -0.19 -3.05 -4.50
C 0.52 -5.34 -3.05
C 0.07 -5.44 -4.37
H 1.78 -3.70 3.01
C 0.18 -0.04 4.42
C 3.71 1.91 0.89
H -6.92 5.98 2.90
C 4.40 -1.41 1.33
H 4.17 -0.13 -1.43
C 0.32 0.88 2.15
H 5.15 -0.76 0.88
H -2.48 4.95 1.71
H -7.87 3.85 3.73
H 2.21 2.99 5.76
H 4.18 -4.31 3.06
C -6.34 5.07 2.84
C -2.31 -2.55 -1.32
H -3.34 -5.76 -0.93
H -1.46 -1.83 0.49
C 1.64 2.14 5.38
C -2.99 3.99 1.64
H -4.24 1.82 2.77
C -6.12 2.70 3.27
As 0.60 -1.27 -2.42
H 1.44 1.22 7.30
N -2.09 0.78 0.20
O -2.50 -1.11 -3.18
C -2.88 1.73 0.55
H 4.20 1.01 2.78
H 0.79 -6.23 -2.50
H 4.92 4.88 -0.23
C 4.35 1.85 2.12
H 1.68 1.52 -6.38
Re 0.03 0.84 0.47
H 3.41 3.06 -0.92
C 4.80 -2.57 1.96
C -3.43 -3.34 -3.31
C 0.37 0.23 -3.54
Br -0.53 3.27 0.41
H 2.50 -2.06 -1.02
C 0.63 -4.09 -2.46
C -4.31 3.92 2.23
H 2.86 0.79 -2.17
C 2.11 -1.89 1.90
C 1.21 1.15 6.24
C -2.52 -3.79 -0.72
H -4.64 6.03 1.97
C -0.51 2.43 -3.95
C 2.44 -1.33 -1.83
H -0.38 -0.88 4.04
C 3.09 0.00 -1.46
C 5.40 3.97 1.66
C -4.85 2.72 2.73
H 0.00 -6.41 -4.83
C -3.18 -4.80 -1.40
C 3.91 3.00 0.04
C 4.75 4.03 0.43
C 0.48 0.06 5.77
H -2.97 -1.02 -4.02
H 5.70 2.84 3.46
C -1.71 -1.46 -0.50
N -2.55 -0.30 -0.50
H 1.69 2.83 3.34
H 5.85 -2.84 1.99
C -6.87 3.87 3.31
C -2.36 2.99 1.00
C 5.19 2.89 2.50
C -0.46 1.28 -3.17
H 1.06 -1.62 1.90
As 2.52 0.52 0.34
H -3.96 1.64 0.44
C -5.06 5.10 2.32
O -0.36 -0.92 -0.92
C 1.09 1.45 -5.48
H 0.23 3.40 -5.72
C 0.27 -2.96 -3.19
H 0.15 -0.71 6.46
H 1.80 -0.51 -4.99
C 1.35 2.06 4.03
C 2.51 -3.06 2.53
H -1.13 1.19 -2.32
H -1.16 3.25 -3.68
C 0.27 2.51 -5.10
H 6.06 4.77 1.96
H -2.17 -3.96 0.29
H -3.78 -3.16 -4.32
H -6.53 1.79 3.67
H -3.55 -0.46 -0.52
C 3.86 -3.40 2.56
C 3.05 -1.06 1.30
```

Properties
Total charge ... +3
Relative energy (zero: lowest compared OMol25 entry of this formula, charge and spin) ... 0.385 eV
HOMO level ... -15.2 eV
Gap between HOMO and LUMO ... 0.2584 Eh

Here are the Löwdin charges for atoms 1 to 2, given in e: H 0.112; C -0.287


Formula: C5H10N2O
Source: the OMol25 dataset
Level of theory: ωB97M-V/def2-TZVPD

Geometry as XYZ:
```
18
Properties=species:S:1:pos:R:3
C 2.63 0.56 -0.71
H 2.76 1.54 -0.40
N -2.69 -0.23 0.68
C -2.57 -0.05 -0.88
H -3.60 -0.63 0.80
O 0.78 -2.20 0.39
H 2.01 0.32 1.94
H 0.18 0.43 1.79
H 3.40 0.02 -0.27
H -3.57 0.06 -1.36
H -2.14 -0.98 -1.17
N -1.94 0.17 1.51
C 1.01 -1.04 0.42
H 2.90 0.38 -1.76
H -1.94 0.73 -1.03
C 1.13 0.16 1.31
C 1.26 0.17 -0.32
H 0.40 0.57 -0.96
```

Properties
Total charge ... 0
Relative energy (zero: lowest compared OMol25 entry of this formula, charge and spin) ... 5.527 eV
HOMO level ... -8.2 eV
Gap between HOMO and LUMO ... 0.3336 Eh

Here are the natural (NBO) charges for atoms 1 to 2, given in e: C -0.602; H 0.213